No. 1
Here is a molecular structure, C55H44N3P2S2SiTc from OMol25. Energies are from ωB97M-V with the def2-TZVPD basis set.

Computed properties:
* ⟨S²⟩: 3.78
* ΔE to the lowest compared entry with this formula, charge and spin: 6.7 kcal per mole
* E_LUMO (alpha / beta): -2.504 / -4.053 eV
* highest occupied orbital energy (alpha / beta): -9.912 / -10.436 eV
* largest force on an atom: 0.66 eV/A
* HOMO-LUMO gap (alpha / beta): 7.409 / 6.383 eV

```
! wB97M-V def2-TZVPD RIJCOSX def2/J DEFGRID3
* xyz 1 4
Tc -0.520 -0.673 -0.136
C 2.166 -0.544 -2.951
Si 1.584 -1.340 -1.353
C 1.317 -3.135 -1.871
C 1.982 -3.720 -2.954
C 1.672 -5.007 -3.375
C 0.688 -5.734 -2.720
C 0.025 -5.183 -1.633
C 0.341 -3.894 -1.215
P -0.379 -3.159 0.288
C -1.861 -4.213 0.620
C -1.778 -5.386 1.374
C -2.878 -6.222 1.518
C -4.082 -5.914 0.905
C -4.168 -4.775 0.120
C -3.068 -3.942 -0.026
C 0.805 -3.704 1.586
C 0.395 -3.841 2.916
C 1.286 -4.245 3.898
C 2.616 -4.482 3.575
C 3.042 -4.327 2.265
C 2.141 -3.955 1.274
C 2.997 -1.131 -0.112
C 4.266 -1.660 -0.386
C 5.309 -1.541 0.519
C 5.110 -0.872 1.723
C 3.871 -0.324 2.010
C 2.818 -0.448 1.098
P 1.186 0.290 1.463
C 0.987 0.223 3.279
C 0.446 -0.921 3.849
C 0.328 -1.049 5.224
C 0.750 -0.017 6.050
C 1.281 1.137 5.492
C 1.396 1.264 4.114
C 1.406 2.092 1.249
C 0.288 2.913 1.412
C 0.403 4.284 1.246
C 1.633 4.847 0.915
C 2.748 4.036 0.769
C 2.635 2.658 0.933
H 3.068 -1.078 -3.272
H 2.441 0.506 -2.866
H 1.417 -0.645 -3.744
H 2.747 -3.168 -3.489
H 2.192 -5.438 -4.221
H 0.431 -6.731 -3.055
H -0.732 -5.762 -1.119
H -0.849 -5.692 1.828
H -2.782 -7.125 2.109
H -4.940 -6.566 1.026
H -5.092 -4.531 -0.390
H -3.153 -3.086 -0.666
H -0.629 -3.620 3.193
H 0.941 -4.372 4.917
H 3.316 -4.789 4.344
H 4.078 -4.509 2.001
H 2.487 -3.880 0.253
H 4.436 -2.196 -1.317
H 6.277 -1.973 0.294
H 5.919 -0.781 2.438
H 3.719 0.193 2.952
H 0.107 -1.711 3.201
H -0.098 -1.951 5.648
H 0.660 -0.107 7.126
H 1.602 1.951 6.131
H 1.809 2.175 3.705
H -0.673 2.476 1.669
H -0.468 4.918 1.373
H 1.719 5.918 0.773
H 3.708 4.470 0.517
H 3.507 2.030 0.801
S -2.135 -0.367 1.593
C -3.642 -0.405 0.673
C -4.839 -0.132 1.352
C -6.054 -0.185 0.695
C -6.103 -0.512 -0.659
C -4.934 -0.775 -1.346
C -3.697 -0.721 -0.691
S -2.256 -1.083 -1.635
H -4.794 0.114 2.406
H -6.968 0.024 1.238
H -7.054 -0.560 -1.176
H -4.961 -1.031 -2.400
N -1.886 5.641 -3.526
C -1.593 6.895 -4.025
C -2.349 7.825 -4.739
C -1.706 8.993 -5.091
C -0.359 9.227 -4.749
C 0.377 8.297 -4.049
C -0.255 7.105 -3.686
N 0.252 6.005 -3.002
C -0.746 5.172 -2.930
C -0.674 3.852 -2.281
C -1.800 3.204 -1.795
C -1.667 1.975 -1.190
N -0.488 1.350 -1.037
C 0.601 1.999 -1.483
C 0.555 3.227 -2.107
H -2.757 5.150 -3.619
H -3.383 7.647 -5.005
H -2.248 9.749 -5.646
H 0.102 10.161 -5.047
H 1.413 8.470 -3.784
H -2.784 3.652 -1.848
H -2.532 1.482 -0.773
H 1.554 1.527 -1.311
H 1.462 3.715 -2.439
*
```

These are the Löwdin partial charges, in e, on atoms 1 to 8: number 1, Tc, carries 0.58; number 2, C, carries -0.19; number 3, Si, carries 0.56; number 4, C, carries -0.31; number 5, C, carries -0.08; number 6, C, carries -0.06; number 7, C, carries -0.06; number 8, C, carries -0.05

***

No. 2
Here is 2 unconnected molecules or ions with the total composition C6H10O from OMol25. Energies are from ωB97M-V with the def2-TZVPD basis set.

Computed properties:
* ΔE to the lowest compared entry with this formula, charge and spin: 56.5 kcal per mole
* structure (SMILES): C/C=C(/C)O.C#C
* E_LUMO: 0.917 eV
* highest occupied orbital energy: -8.340 eV
* largest force on an atom: 0.60 eV/A
* HOMO-LUMO gap: 9.258 eV

```
! wB97M-V def2-TZVPD RIJCOSX def2/J DEFGRID3
* xyz 0 1
C 0.342 2.231 0.745
C 0.404 0.749 0.920
C 0.577 -0.114 -0.077
C 0.746 -1.589 0.130
O 0.708 0.338 -1.370
H -0.602 2.633 1.111
H 0.455 2.483 -0.306
H 1.148 2.708 1.305
H 0.329 0.365 1.927
H 1.808 -1.841 0.183
H 0.307 -2.151 -0.693
H 0.270 -1.901 1.055
H 0.687 -0.415 -1.970
C -2.135 -1.495 -1.416
C -2.135 -0.363 -1.035
H -2.112 -2.492 -1.740
H -2.150 0.640 -0.724
*
```

These are the Löwdin partial charges, in e, on atoms 1 to 8: number 1, C, carries -0.09; number 2, C, carries -0.14; number 3, C, carries -0.45; number 4, C, carries -0.04; number 5, O, carries 0.01; number 6, H, carries 0.07; number 7, H, carries 0.07; number 8, H, carries 0.07

***

No. 3
Here is a single C4H8O2 molecule from OMol25. Energies are from ωB97M-V with the def2-TZVPD basis set.

Computed properties:
* ΔE to the lowest compared entry with this formula, charge and spin: 82.4 kcal per mole
* E_LUMO: 0.641 eV
* highest occupied orbital energy: -8.783 eV
* largest force on an atom: 0.42 eV/A
* HOMO-LUMO gap: 9.424 eV

```
! wB97M-V def2-TZVPD RIJCOSX def2/J DEFGRID3
* xyz 0 1
O -0.499 -1.511 0.977
C -1.563 -1.033 0.342
C -1.291 0.356 -0.155
C 0.099 0.978 -0.473
C 1.339 0.079 -0.506
O 1.899 -0.161 0.765
H -0.737 -2.386 1.318
H 1.119 -0.862 -1.036
H -1.971 0.493 -1.004
H -1.786 0.927 0.653
H 0.012 1.452 -1.458
H 0.320 1.787 0.232
H 2.121 0.594 -1.075
H 1.244 -0.681 1.249
*
```

These are the Löwdin partial charges, in e, on atoms 1 to 8: number 1, O, carries -0.03; number 2, C, carries -0.05; number 3, C, carries -0.22; number 4, C, carries -0.17; number 5, C, carries -0.29; number 6, O, carries -0.08; number 7, H, carries 0.11; number 8, H, carries 0.12

***

No. 4
Here is a molecular structure, C10H17Cl2IO2W in a non-equilibrium geometry from OMol25. Energies are from ωB97M-V with the def2-TZVPD basis set.

Computed properties:
* ⟨S²⟩: 2.03
* ΔE to the lowest compared entry with this formula, charge and spin: 55.1 kcal per mole
* E_LUMO (alpha / beta): 4.768 / 4.777 eV
* highest occupied orbital energy (alpha / beta): 0.437 / 0.443 eV
* largest force on an atom: 6.79 eV/A
* HOMO-LUMO gap (alpha / beta): 4.331 / 4.333 eV

```
! wB97M-V def2-TZVPD RIJCOSX def2/J DEFGRID3
* xyz -2 3
C -0.712 0.915 -0.833
C -1.604 -0.181 -0.543
C -0.785 -1.305 -0.193
C -3.074 -0.241 -0.783
C 0.600 -0.878 -0.222
C 0.658 0.529 -0.595
C 1.917 1.256 -0.908
C -1.194 2.214 -1.379
C -1.286 -2.663 0.144
C 1.699 -1.844 -0.179
W -0.438 0.247 1.223
Cl -2.349 -0.323 2.628
Cl -0.510 2.577 1.827
O 3.276 -0.713 2.117
H -3.547 0.706 -0.508
H -3.559 -1.027 -0.192
H -3.249 -0.425 -1.850
H -2.172 -2.613 0.807
H -0.542 -3.279 0.683
H -1.593 -3.254 -0.737
H 1.342 -2.816 0.165
H 2.488 -1.512 0.512
H 2.172 -1.989 -1.166
H 2.763 0.905 -0.315
H 1.934 2.355 -0.646
H 2.137 1.001 -1.951
H -2.141 2.550 -0.904
H -1.401 2.085 -2.460
H -0.448 3.019 -1.234
H 3.731 -1.312 2.734
O 1.876 3.025 0.719
H 2.677 3.504 1.006
I 1.334 -0.511 3.035
*
```

These are the Löwdin partial charges, in e, on atoms 1 to 8: number 1, C, carries -0.38; number 2, C, carries -0.41; number 3, C, carries -0.41; number 4, C, carries -0.07; number 5, C, carries -0.44; number 6, C, carries -0.36; number 7, C, carries -0.11; number 8, C, carries -0.08

***

Number 1: total energy -112543.0423 eV. Number 2: total energy -8428.7906 eV. Number 3: total energy -8369.7089 eV. Number 4: total energy -49709.5285 eV.